# 1
Here is a cluster of 2 separate species, C5H9NO in total at a distorted geometry from the OMol25 dataset. Energies are from wB97M-V/def2-TZVPD.

HOMO   -8.98 eV
Gap between HOMO and LUMO   9.283 eV
Electronic energy   -8864.9070 eV
Energy relative to the best compared isomer or geometry (same formula, charge and spin)   99.3 kcal/mol
Lowest unoccupied orbital energy   0.30 eV
Charge   0

Last column: natural (NBO) charge in e.
CARTESIAN COORDINATES (ANGSTROEM)
C  0.742  1.139  0.677  -0.71
C  0.333  -0.188  0.122  0.34
C  1.375  -1.032  -0.532  -0.71
C  -0.923  -0.786  0.558  -0.06
O  -1.950  -0.046  0.817  -0.72
C  -1.924  0.944  -1.037  0.19
N  -0.881  0.853  -1.565  -0.46
H  1.121  1.767  -0.133  0.26
H  1.551  1.005  1.406  0.23
H  -0.114  1.627  1.147  0.26
H  2.348  -0.945  -0.040  0.22
H  1.073  -2.083  -0.585  0.23
H  1.480  -0.663  -1.559  0.27
H  -1.070  -1.792  0.113  0.16
H  -0.212  -1.012  1.477  0.26
H  -2.947  1.214  -0.867  0.24

# 2
Here is an isolated molecule of C5H9NO from the OMol25 dataset. Energies are from wB97M-V/def2-TZVPD.

HOMO   -6.25 eV
Gap between HOMO and LUMO   6.571 eV
Electronic energy   -8865.3217 eV
Energy relative to the best compared isomer or geometry (same formula, charge and spin)   89.7 kcal/mol
Lowest unoccupied orbital energy   0.32 eV
Charge   0

Last column: natural (NBO) charge in e.
CARTESIAN COORDINATES (ANGSTROEM)
C  -1.482  1.054  0.414  -0.64
C  -0.501  -0.121  0.529  0.13
O  -1.084  -1.013  1.504  -0.75
C  -0.388  -0.875  -0.769  0.23
N  0.756  -0.733  -1.359  -0.44
C  1.681  0.042  -0.524  -0.24
C  0.942  0.150  0.767  -0.62
H  -1.155  1.743  -0.374  0.20
H  -1.482  1.593  1.365  0.23
H  -2.509  0.730  0.202  0.21
H  -0.285  -1.401  1.898  0.48
H  1.011  -1.202  -2.217  0.41
H  -1.182  -1.461  -1.228  0.21
H  1.863  0.984  -1.072  0.19
H  2.637  -0.503  -0.517  0.20
H  1.178  1.017  1.381  0.20

# 3
Here is a structure of composition C5H9NO from the OMol25 dataset. Energies are from wB97M-V/def2-TZVPD.

HOMO   -7.51 eV
Gap between HOMO and LUMO   8.258 eV
Electronic energy   -8866.5996 eV
Energy relative to the best compared isomer or geometry (same formula, charge and spin)   60.3 kcal/mol
Lowest unoccupied orbital energy   0.75 eV
Charge   0

Last column: natural (NBO) charge in e.
CARTESIAN COORDINATES (ANGSTROEM)
C  1.851  -0.580  -0.343  -0.42
C  -0.193  1.932  0.006  -0.65
C  -1.327  -0.452  0.118  0.23
C  -0.351  0.464  0.156  0.06
C  -0.345  -1.558  0.385  -0.25
O  -2.687  -0.489  0.044  -0.67
N  0.676  -0.486  0.492  -0.41
H  -3.024  0.412  0.003  0.48
H  2.427  0.338  -0.236  0.20
H  2.458  -1.417  0.002  0.20
H  1.616  -0.728  -1.407  0.16
H  0.314  2.342  0.878  0.23
H  -1.166  2.410  -0.095  0.22
H  0.404  2.171  -0.875  0.22
H  -0.176  -2.249  -0.442  0.19
H  -0.475  -2.110  1.315  0.20

# 4
Here is an isolated molecule of C5H9NO from the OMol25 dataset. Energies are from wB97M-V/def2-TZVPD.

HOMO   -9.67 eV
SMILES string   CC1(C)COC=N1
Gap between HOMO and LUMO   10.632 eV
Electronic energy   -8868.1925 eV
Energy relative to the best compared isomer or geometry (same formula, charge and spin)   23.5 kcal/mol
Lowest unoccupied orbital energy   0.97 eV
Charge   0

Last column: natural (NBO) charge in e.
CARTESIAN COORDINATES (ANGSTROEM)
C  0.493  -0.305  1.436  -0.61
C  -0.112  -0.212  0.027  0.05
C  -1.507  -0.847  -0.027  -0.61
C  -0.138  1.232  -0.478  -0.09
O  1.177  1.415  -1.049  -0.50
C  1.559  0.152  -1.338  0.38
N  0.885  -0.821  -0.881  -0.48
H  0.743  -1.350  1.646  0.22
H  -0.188  0.052  2.218  0.21
H  1.413  0.290  1.495  0.21
H  -2.093  -0.599  0.874  0.21
H  -2.083  -0.480  -0.889  0.21
H  -1.419  -1.937  -0.088  0.23
H  -0.869  1.348  -1.293  0.18
H  -0.314  1.966  0.310  0.20
H  2.452  0.097  -1.963  0.19